50
Properties=species:S:1:pos:R:3:mulliken_charge:R:1 method="wB97M-V/def2-TZVPD" energy_ev=-181694.84818 multiplicity=1 homo_lumo_gap_ev="4.97 / 5.11" total_charge=0 e_above_lowest_ev=0.135
Pt 0.043 0.507 -0.846 1.32
O -3.992 1.636 -2.509 -0.47
C -2.834 1.070 -2.100 -0.14
O -1.878 0.943 -2.797 -0.46
C -2.948 0.592 -0.668 0.71
C -4.220 0.543 -0.124 -0.58
C -4.402 0.040 1.141 -1.17
C -3.279 -0.403 1.803 -0.73
C -2.021 -0.335 1.222 1.45
N -1.846 0.172 -0.015 -0.01
C -0.813 -0.886 1.994 0.03
O -1.056 -1.296 3.268 -0.51
O 0.285 -1.007 1.559 -0.27
H -3.832 1.913 -3.425 0.39
H -5.051 0.889 -0.718 0.59
H -5.382 -0.021 1.594 0.44
H -3.420 -0.820 2.788 0.28
H -1.926 -1.045 3.592 0.29
C -1.646 -2.518 -1.696 -1.23
C -0.165 -2.628 -1.475 0.80
C 0.437 -3.903 -1.336 -0.95
C 1.784 -4.018 -1.210 -0.90
C 2.596 -2.859 -1.236 1.12
C 4.007 -2.848 -1.164 -0.08
Br 4.973 -4.473 -1.009 -0.25
C 4.692 -1.670 -1.206 -0.35
C 4.008 -0.448 -1.310 -0.14
Br 4.995 1.158 -1.349 -0.16
C 2.629 -0.377 -1.351 0.55
O 1.969 0.751 -1.427 -0.78
C 1.930 -1.626 -1.336 0.09
N 0.559 -1.534 -1.441 -0.39
H -1.977 -3.302 -2.378 0.57
H -1.888 -1.550 -2.126 0.00
H -2.197 -2.646 -0.759 0.21
H -0.196 -4.781 -1.348 0.44
H 2.248 -4.990 -1.106 0.35
H 5.773 -1.667 -1.152 0.42
C -0.151 2.309 -0.310 -0.89
C 0.539 2.972 0.775 0.60
C 1.664 2.401 1.398 0.19
C 2.305 3.058 2.438 -0.95
C 1.822 4.286 2.875 -0.27
C 0.711 4.865 2.272 -0.55
C 0.083 4.216 1.221 -0.42
H 2.012 1.440 1.042 0.21
H 3.172 2.614 2.910 0.41
H 2.319 4.799 3.690 0.37
H 0.344 5.823 2.617 0.38
H -0.778 4.653 0.729 0.44

---

55
Properties=species:S:1:pos:R:3:mulliken_charge:R:1 method="wB97M-V/def2-TZVPD" energy_ev=-124436.69696 multiplicity=1 homo_lumo_gap_ev="4.71 / 4.35" total_charge=+1
Co -0.458 -0.817 -0.963 0.00
Cl -1.328 -4.130 2.678 -0.20
C -2.227 -2.731 2.319 0.21
C -3.316 -2.375 3.098 -0.65
C -4.051 -1.238 2.818 0.75
Cl -5.360 -0.823 3.835 -0.24
C -3.744 -0.406 1.694 -0.23
C -4.457 0.744 1.317 -0.63
C -4.076 1.428 0.188 -1.21
C -2.998 0.956 -0.565 0.12
N -2.307 -0.111 -0.218 0.36
C -2.654 -0.776 0.895 0.60
C -1.819 -1.921 1.215 0.16
O -0.810 -2.157 0.520 -0.39
H -3.583 -2.994 3.943 0.46
H -5.294 1.074 1.917 0.46
H -4.598 2.319 -0.128 0.45
H -2.700 1.458 -1.476 0.30
S -1.516 -3.120 -2.245 -0.36
C 0.138 -3.209 -2.313 0.21
N 0.792 -4.347 -2.709 0.01
C 2.137 -4.455 -2.699 -0.06
C 2.888 -3.403 -2.272 -0.97
C 2.201 -2.237 -1.896 0.15
N 0.893 -2.135 -1.948 0.18
H 0.210 -5.122 -2.993 0.28
H 2.560 -5.390 -3.038 0.42
H 3.964 -3.455 -2.237 0.42
H 2.733 -1.362 -1.543 0.51
O 1.402 -0.365 0.180 -0.79
C 1.101 0.852 0.322 0.93
O 0.094 1.322 -0.293 -0.86
C 1.903 1.725 1.218 0.25
C 1.405 2.965 1.595 -0.49
C 2.113 3.800 2.457 -1.04
C 3.328 3.342 2.907 0.90
O 4.207 3.953 3.744 -0.48
C 5.304 3.058 3.912 -0.23
O 5.053 1.909 3.111 -0.49
C 3.834 2.101 2.524 0.87
C 3.142 1.266 1.691 -0.96
H 0.445 3.273 1.204 0.46
H 1.735 4.766 2.763 0.44
H 5.385 2.769 4.963 0.26
H 6.227 3.543 3.587 0.25
H 3.516 0.295 1.398 0.49
I -2.944 1.473 -6.247 0.16
C -1.780 1.147 -4.562 -0.82
C -0.969 2.065 -3.927 -0.18
N -0.422 1.427 -2.882 0.02
N -0.831 0.157 -2.801 0.31
C -1.671 -0.030 -3.811 -0.29
H -0.758 3.094 -4.161 0.48
H 0.116 1.804 -2.106 0.21
H -2.152 -0.978 -3.979 0.49

---

49
Properties=species:S:1:pos:R:3:mulliken_charge:R:1 method="wB97M-V/def2-TZVPD" energy_ev=-61275.53045 multiplicity=1 homo_lumo_gap_ev=8.71 total_charge=0 e_above_lowest_ev=0.000
O -0.142 -1.461 2.913 -0.69
O -1.063 1.787 0.382 -0.55
F 6.226 1.464 2.839 -0.31
Cl 1.912 4.127 0.826 -0.17
N 1.311 1.772 -3.191 -0.73
N 0.760 2.940 -2.961 -0.42
S 1.735 -0.515 -1.803 -0.23
C -0.560 -1.834 1.849 0.48
C -0.045 1.358 -0.079 -0.08
C 1.234 1.165 -2.016 0.21
C 0.404 3.132 -1.678 0.37
C -2.707 -5.563 1.888 -0.19
C -0.993 6.894 -0.201 -0.34
C -2.299 -5.027 3.146 -0.74
C -2.551 -4.855 0.667 -0.90
C -1.564 6.288 -1.344 -0.63
C 5.031 1.298 0.714 -0.63
C 4.410 -0.068 2.590 -0.52
C 0.136 6.286 0.403 -0.59
C -1.747 -3.713 3.176 -0.17
C -1.849 -3.724 0.732 -0.09
C -1.083 5.009 -1.717 -0.58
C 3.925 0.829 -0.078 -0.55
C 3.307 -0.568 1.880 -0.52
C 5.235 0.934 2.050 0.16
C 0.484 4.874 0.041 0.63
C -1.369 -3.097 1.936 0.39
C -0.081 4.354 -1.058 0.25
C 3.026 -0.064 0.613 0.31
N 0.596 1.961 -1.092 0.68
N -0.411 -1.045 0.744 -0.18
C 1.764 -0.532 0.011 0.00
C 0.553 0.130 0.687 0.11
H -3.239 -6.482 1.806 0.37
H -1.393 7.824 0.186 0.39
H -2.426 -5.608 4.031 0.43
H -2.998 -5.234 -0.238 0.40
H -2.340 6.852 -1.942 0.31
H 5.696 2.084 0.352 0.38
H 4.699 -0.621 3.440 0.43
H 0.701 6.904 1.134 0.35
H -1.498 -3.026 3.998 0.43
H -1.588 -3.314 -0.252 0.19
H -1.366 4.472 -2.561 0.53
H 3.801 1.140 -1.133 0.39
H 2.631 -1.274 2.366 0.33
H -0.942 -1.314 -0.075 0.26
H 1.697 -1.542 0.307 0.54
H 0.909 0.534 1.640 0.48

---

49
Properties=species:S:1:pos:R:3:lowdin_spin:R:1 method="wB97M-V/def2-TZVPD" energy_ev=-65017.52525 multiplicity=2 homo_lumo_gap_ev="7.22 / 5.71" total_charge=+2 e_above_lowest_ev=0.392 s2=0.82
Ru 0.036 0.017 0.346 0.15
C -0.040 -0.871 2.379 -0.03
C 0.843 -1.622 1.570 0.01
C 0.414 -2.131 0.335 0.00
C -0.912 -1.916 -0.094 0.03
C -1.798 -1.179 0.713 0.00
C -1.360 -0.655 1.935 0.01
H 0.312 -0.409 3.291 0.00
H 1.878 -1.737 1.862 0.00
H 1.126 -2.632 -0.307 0.00
H -1.218 -2.236 -1.082 0.00
H -2.784 -0.931 0.345 0.00
H -2.008 0.002 2.502 0.00
F 1.676 3.205 -5.441 0.04
C 1.742 2.689 -4.244 0.10
C 0.812 1.716 -3.866 0.00
F -0.109 1.318 -4.721 -0.01
C 0.875 1.187 -2.603 0.05
F -0.012 0.226 -2.279 0.02
C 1.850 1.598 -1.674 0.08
S 1.993 0.961 -0.083 0.45
C 2.788 2.561 -2.098 0.07
F 3.718 2.968 -1.260 0.02
C 2.733 3.111 -3.362 -0.01
F 3.597 4.031 -3.734 -0.01
O -0.965 1.690 -0.114 0.03
S -2.361 2.364 -0.069 0.00
C -2.441 3.087 1.539 0.00
C -3.695 3.103 2.135 0.00
C -3.830 3.690 3.387 0.00
C -2.720 4.229 4.018 0.00
C -1.466 4.192 3.411 0.00
C -1.318 3.623 2.159 0.00
C -2.137 3.727 -1.170 0.00
C -0.929 4.412 -1.241 0.00
C -0.832 5.483 -2.111 0.00
C -1.929 5.857 -2.885 0.00
C -3.124 5.160 -2.803 0.00
C -3.235 4.075 -1.943 0.00
H -4.553 2.673 1.631 0.00
H -4.799 3.722 3.865 0.00
H -2.826 4.685 4.993 0.00
H -0.610 4.618 3.916 0.00
H -0.351 3.596 1.673 0.00
H -0.085 4.111 -0.633 0.00
H 0.092 6.040 -2.181 0.00
H -1.846 6.700 -3.557 0.00
H -3.969 5.451 -3.412 0.00
H -4.158 3.512 -1.881 0.00